# 1
{
  "formula": "C3H4N2O",
  "method": "wB97M-V/def2-TZVPD",
  "elements": ["C", "C", "N", "H", "H", "H", "N", "C", "O", "H"],
  "positions_angstrom": [[-1.849, 0.719, -0.493], [-1.405, -0.302, 0.197], [-1.026, -1.271, 0.851], [-2.010, 0.621, -1.559], [-1.931, 1.697, -0.037], [-0.005, -1.358, 0.838], [2.230, -0.712, 0.325], [1.859, 0.257, -0.312], [1.453, 1.080, -1.032], [2.684, -0.731, 1.222]],
  "lumo_ev": 0.57,
  "de_lowest_kj_mol": 176.1,
  "smiles": "C=C=N.N=C=O",
  "e_tot_ev": -8202.0605,
  "gap_ha": 0.353
}


# 2
{
  "formula": "C18H18Cl3FN3O9SeTi",
  "method": "wB97M-V/def2-TZVPD",
  "elements": ["Ti", "C", "C", "N", "C", "C", "C", "O", "O", "C", "O", "C", "C", "C", "F", "C", "C", "C", "N", "C", "C", "N", "C", "C", "H", "H", "H", "H", "H", "H", "H", "H", "H", "H", "H", "H", "H", "H", "H", "H", "H", "H", "Cl", "C", "Cl", "Cl", "C", "O", "O", "O", "Se", "O", "O", "O"],
  "positions_angstrom": [[0.233, -0.337, 4.748], [1.084, 3.760, -1.770], [2.002, 2.807, -1.024], [1.283, 2.023, -0.004], [1.381, 2.389, 1.278], [0.753, 1.753, 2.317], [1.016, 2.280, 3.696], [1.546, 3.344, 3.865], [0.614, 1.488, 4.676], [-0.090, 0.656, 2.048], [-0.721, 0.001, 2.928], [-0.209, 0.257, 0.655], [-0.996, -0.856, 0.335], [-1.068, -1.265, -0.963], [-1.861, -2.302, -1.294], [-0.352, -0.627, -1.987], [0.410, 0.477, -1.674], [0.490, 0.938, -0.351], [-0.394, -1.078, -3.342], [-1.479, -0.537, -4.144], [-1.150, -0.698, -5.617], [-0.880, -2.152, -5.907], [0.202, -2.712, -5.019], [-0.213, -2.501, -3.577], [1.657, 4.320, -2.509], [0.629, 4.473, -1.083], [0.283, 3.231, -2.288], [2.780, 3.356, -0.500], [2.512, 2.115, -1.693], [2.008, 3.243, 1.501], [-1.537, -1.372, 1.116], [0.968, 0.949, -2.470], [-1.599, 0.525, -3.936], [-2.442, -1.025, -3.921], [-0.239, -0.160, -5.875], [-1.967, -0.377, -6.259], [-0.630, -2.272, -6.889], [-1.739, -2.687, -5.755], [1.115, -2.170, -5.259], [0.317, -3.766, -5.263], [0.573, -2.886, -2.927], [-1.118, -3.089, -3.372], [-2.754, 1.172, 5.341], [-2.409, 0.008, 6.640], [-3.648, 0.037, 7.858], [-0.821, 0.427, 7.350], [-2.274, -1.390, 5.962], [-3.104, -2.232, 6.096], [-1.177, -1.492, 5.243], [3.362, -2.727, 4.733], [2.795, -1.257, 4.606], [1.435, -1.174, 3.525], [1.685, -0.866, 5.870], [3.736, -0.019, 4.286]],
  "lumo_ev": -3.56,
  "de_lowest_kj_mol": 0.0,
  "e_tot_ev": -170597.8573,
  "gap_ha": 0.307,
  "charge": 1
}


# 3
{
  "formula": "C2H3IN",
  "method": "wB97M-V/def2-TZVPD",
  "elements": ["C", "C", "N", "I", "H", "H", "H"],
  "positions_angstrom": [[1.097, -0.895, 0.007], [-0.399, 1.029, -0.067], [0.384, 0.178, -0.232], [-3.190, -0.091, 0.044], [1.432, -0.823, 1.052], [1.594, -1.302, -0.813], [-0.919, 1.905, 0.010]],
  "lumo_ev": [-8.56, -8.57],
  "de_lowest_kj_mol": 326.5,
  "e_tot_ev": -11700.9923,
  "gap_ha": [0.202, 0.201],
  "charge": 1
}


# 4
{
  "formula": "C36H39ClP2Zn",
  "method": "wB97M-V/def2-TZVPD",
  "elements": ["Zn", "C", "C", "C", "C", "C", "C", "C", "C", "C", "H", "H", "H", "H", "H", "H", "H", "H", "H", "H", "H", "H", "H", "H", "H", "P", "P", "C", "C", "C", "C", "C", "C", "C", "C", "C", "C", "C", "C", "C", "C", "C", "C", "C", "C", "C", "C", "C", "C", "C", "C", "C", "C", "H", "H", "H", "H", "H", "H", "H", "H", "H", "H", "H", "H", "H", "H", "H", "H", "H", "H", "H", "H", "H", "H", "Cl", "C", "H", "H"],
  "positions_angstrom": [[1.298, 0.491, -2.564], [4.804, 0.848, -4.017], [5.292, 0.758, -2.777], [6.279, 1.732, -2.205], [5.931, 3.220, -2.375], [4.472, 3.535, -2.549], [3.795, 3.465, -3.714], [4.485, 3.145, -5.033], [5.296, 1.853, -5.003], [-0.143, 1.250, 0.308], [4.160, 0.093, -4.490], [5.230, -0.142, -2.181], [7.295, 1.576, -2.628], [6.392, 1.497, -1.135], [6.274, 3.731, -1.463], [6.556, 3.633, -3.177], [4.064, 4.055, -1.685], [2.789, 3.876, -3.846], [5.179, 3.961, -5.354], [3.718, 3.082, -5.820], [5.226, 1.436, -6.023], [6.364, 2.118, -4.871], [-0.605, 0.559, -0.405], [-0.937, 1.733, 0.884], [0.516, 0.654, 0.936], [2.773, -0.509, -0.904], [0.770, 2.611, -0.394], [3.295, 1.183, -0.596], [2.512, 2.326, -0.482], [3.471, -1.514, 0.380], [4.846, -1.480, 0.673], [5.332, -2.296, 1.693], [4.456, -3.099, 2.421], [3.081, -3.110, 2.140], [2.575, -2.313, 1.121], [3.026, -1.412, -2.552], [2.305, -0.904, -3.712], [2.042, -1.774, -4.788], [2.508, -3.077, -4.757], [3.262, -3.540, -3.670], [3.529, -2.719, -2.568], [0.661, 3.880, 0.891], [1.098, 3.482, 2.169], [0.824, 4.288, 3.282], [0.198, 5.528, 3.087], [-0.110, 5.982, 1.801], [0.111, 5.154, 0.689], [-0.020, 3.276, -1.891], [-1.285, 2.856, -2.339], [-1.781, 3.303, -3.564], [-1.032, 4.154, -4.389], [0.200, 4.633, -3.918], [0.677, 4.223, -2.675], [4.353, 1.272, -0.248], [3.089, 3.224, -0.179], [5.511, -0.828, 0.106], [6.400, -2.294, 1.909], [4.841, -3.748, 3.197], [2.403, -3.738, 2.714], [1.514, -2.276, 0.865], [2.270, 0.215, -4.029], [1.509, -1.374, -5.650], [2.338, -3.728, -5.609], [3.635, -4.556, -3.638], [4.076, -3.074, -1.690], [1.609, 2.523, 2.293], [1.093, 3.934, 4.281], [-0.018, 6.150, 3.953], [-0.542, 6.976, 1.648], [-0.161, 5.479, -0.315], [-1.867, 2.167, -1.732], [-2.770, 2.976, -3.899], [-1.410, 4.470, -5.360], [0.792, 5.323, -4.533], [1.640, 4.623, -2.336], [-1.507, -0.871, -3.139], [-0.203, -1.107, -2.028], [-0.651, -1.173, -1.027], [0.251, -2.072, -2.294]],
  "lumo_ev": [-0.02, -0.08],
  "e_tot_ev": -117473.5558,
  "gap_ha": [0.175, 0.159]
}


# 5
{
  "formula": "C2H4ClNO2",
  "method": "wB97M-V/def2-TZVPD",
  "elements": ["N", "C", "O", "C", "O", "H", "H", "H", "Cl", "H"],
  "positions_angstrom": [[-0.569, 1.314, -0.263], [-1.060, 0.278, 0.354], [0.109, -0.690, 1.021], [-0.619, -1.099, 0.052], [-0.820, -2.114, -0.581], [-0.819, 2.267, -0.134], [-0.120, 1.055, -1.168], [-1.895, 0.518, 1.082], [3.248, -0.283, -0.275], [2.546, -1.247, -0.088]],
  "lumo_ev": 0.54,
  "de_lowest_kj_mol": 120.2,
  "smiles": "N[C@@H]1OC1=O.Cl",
  "e_tot_ev": -20244.9767,
  "gap_ha": 0.385
}